1.
Formula: C36H71BrCl62NO6S2
Source: OMol25
Level of theory: wB97M-V/def2-TZVPD

Calculated values
M	2956.09	Da
net charge	-1
DFT total energy	-33822.704556	hartree
HOMO-LUMO gap	8.04	eV
LUMO energy	1.21	eV
multiplicity	1

Cartesian coordinates (Å):
C1 5.602 -0.394 0.078
C2 5.403 -1.508 -0.966
C3 4.531 -0.949 -2.096
O1 4.747 -1.607 -3.351
S1 3.479 -2.738 -3.614
O2 3.742 -4.048 -3.067
O3 3.309 -2.864 -5.046
N1 2.090 -2.098 -3.096
S2 1.686 -2.504 -1.582
O4 2.768 -2.921 -0.726
O5 0.548 -3.392 -1.579
C4 1.076 -0.966 -0.795
C5 0.384 0.004 -1.771
O6 -0.798 0.112 -1.735
Br1 1.388 1.103 -3.050
H1 6.206 -0.766 0.905
H2 6.138 0.421 -0.412
H3 4.628 -0.042 0.419
H4 6.368 -1.753 -1.425
H5 4.990 -2.432 -0.550
H6 3.497 -0.880 -1.785
H7 4.865 0.084 -2.242
H8 0.502 -1.170 0.102
H9 1.991 -0.481 -0.469
C6 3.246 -0.470 -7.505
Cl1 4.678 -0.020 -8.461
Cl2 2.404 0.949 -6.866
H10 2.568 -1.019 -8.139
H11 3.562 -1.090 -6.673
C7 -1.250 -1.025 -6.932
Cl3 -0.679 0.481 -6.215
Cl4 -0.034 -1.761 -7.972
H12 -1.492 -1.717 -6.134
H13 -2.133 -0.820 -7.528
C8 -0.507 -3.538 1.524
Cl5 0.463 -2.177 2.100
Cl6 -0.954 -4.621 2.854
H14 -1.412 -3.152 1.068
H15 0.070 -4.093 0.792
C9 0.067 1.772 2.025
Cl7 0.439 3.267 2.897
Cl8 1.422 1.217 1.044
H16 -0.179 1.004 2.750
H17 -0.779 1.951 1.370
C10 3.551 -5.327 -7.825
Cl9 3.230 -7.059 -8.011
Cl10 2.617 -4.362 -8.967
H18 3.285 -5.023 -6.816
H19 4.603 -5.147 -8.006
C11 -3.909 0.759 -0.807
Cl11 -5.459 0.261 -1.502
Cl12 -3.738 0.172 0.858
H20 -3.101 0.354 -1.406
H21 -3.861 1.840 -0.801
C12 -2.989 5.037 1.258
Cl13 -3.325 3.304 1.330
Cl14 -1.709 5.397 0.096
H22 -3.891 5.555 0.957
H23 -2.679 5.376 2.236
C13 -5.974 8.396 1.662
Cl15 -4.589 7.969 0.645
Cl16 -6.789 6.953 2.280
H24 -5.623 8.988 2.499
H25 -6.675 8.969 1.068
C14 5.197 3.386 -5.181
Cl17 5.769 2.768 -3.629
Cl18 3.441 3.586 -5.195
H26 5.659 4.348 -5.369
H27 5.470 2.682 -5.959
C15 6.943 -4.459 -5.096
Cl19 8.371 -3.758 -5.898
Cl20 5.860 -3.208 -4.477
H28 6.418 -5.075 -5.815
H29 7.278 -5.069 -4.268
C16 5.171 -5.762 -0.492
Cl21 5.265 -4.279 0.466
Cl22 6.713 -6.134 -1.281
H30 4.922 -6.583 0.171
H31 4.403 -5.642 -1.250
C17 10.415 -5.551 -1.756
Cl23 9.560 -6.384 -3.062
Cl24 9.630 -4.022 -1.352
H32 10.420 -6.186 -0.877
H33 11.428 -5.352 -2.076
C18 -5.713 10.356 -1.959
Cl25 -5.332 11.831 -2.851
Cl26 -7.254 10.507 -1.096
H34 -5.785 9.531 -2.658
H35 -4.926 10.169 -1.241
C19 -4.345 -3.717 4.766
Cl27 -3.981 -2.226 3.891
Cl28 -5.826 -3.562 5.723
H36 -4.473 -4.518 4.050
H37 -3.520 -3.940 5.430
C20 2.540 5.622 5.724
Cl29 1.273 5.692 4.494
Cl30 3.547 7.074 5.704
H38 2.075 5.533 6.699
H39 3.164 4.758 5.528
C21 -1.444 4.118 -7.965
Cl31 -0.105 3.660 -6.912
Cl32 -2.011 2.756 -8.943
H40 -2.265 4.471 -7.352
H41 -1.110 4.905 -8.630
C22 -5.790 -7.462 6.459
Cl33 -6.126 -9.200 6.450
Cl34 -4.412 -7.057 5.426
H42 -6.664 -6.935 6.095
H43 -5.568 -7.159 7.470
C23 3.938 3.865 0.000
Cl35 5.254 3.478 1.123
Cl36 3.523 2.493 -1.023
H44 3.062 4.147 0.575
H45 4.251 4.687 -0.633
C24 11.755 -0.715 -0.968
Cl37 12.168 -1.321 0.643
Cl38 10.017 -0.734 -1.251
H46 12.113 0.304 -1.059
H47 12.232 -1.347 -1.710
C25 -5.226 5.287 -1.627
Cl39 -5.375 3.591 -2.099
Cl40 -6.150 6.352 -2.698
H48 -5.603 5.401 -0.617
H49 -4.179 5.571 -1.671
C26 -0.484 8.889 4.838
Cl41 -1.751 8.955 3.604
Cl42 0.522 10.344 4.812
H50 -0.952 8.805 5.812
H51 0.143 8.028 4.650
C27 -7.409 -8.152 10.631
Cl43 -6.987 -6.739 9.657
Cl44 -8.827 -7.849 11.644
H52 -7.624 -8.982 9.968
H53 -6.569 -8.395 11.272
C28 -3.555 -4.383 9.257
Cl45 -3.871 -5.272 7.757
Cl46 -4.894 -4.464 10.413
H54 -2.673 -4.804 9.724
H55 -3.383 -3.343 9.007
C29 -7.082 0.242 2.087
Cl47 -8.191 -0.439 0.897
Cl48 -7.618 1.838 2.642
H56 -7.034 -0.428 2.939
H57 -6.105 0.340 1.635
C30 -10.728 1.471 -1.142
Cl49 -10.363 2.949 -2.040
Cl50 -12.204 1.645 -0.181
H58 -10.863 0.658 -1.846
H59 -9.900 1.253 -0.477
C31 8.472 0.082 -7.726
Cl51 7.394 1.372 -7.193
Cl52 9.816 -0.153 -6.601
H60 7.904 -0.840 -7.789
H61 8.874 0.344 -8.698
C32 13.714 -3.405 -3.569
Cl53 14.138 -4.006 -1.956
Cl54 11.974 -3.468 -3.848
H62 14.045 -2.376 -3.653
H63 14.212 -4.017 -4.312
C33 -1.796 11.300 -0.455
Cl55 -2.063 10.401 -1.955
Cl56 -3.142 11.136 0.680
H64 -0.902 10.917 0.022
H65 -1.670 12.348 -0.699
C34 -5.222 4.567 5.338
Cl57 -3.774 5.168 4.521
Cl58 -6.179 5.893 6.008
H66 -5.828 4.024 4.622
H67 -4.919 3.910 6.144
C35 -6.344 -12.601 10.346
Cl59 -6.601 -11.593 8.916
Cl60 -4.715 -12.400 11.002
H68 -7.063 -12.318 11.106
H69 -6.483 -13.639 10.070
C36 -10.752 -2.981 2.938
Cl61 -11.126 -1.990 1.522
Cl62 -9.067 -2.817 3.452
H70 -11.394 -2.672 3.755
H71 -10.938 -4.020 2.693

***

2.
Formula: C36H72AsF6N4O4
Source: OMol25
Level of theory: wB97M-V/def2-TZVPD

Calculated values
M	813.91	Da
net charge	+3
DFT total energy	-4768.480187	hartree
HOMO-LUMO gap	7.20	eV
LUMO energy	-10.48	eV
multiplicity	1

Cartesian coordinates (Å):
As1 0.887 0.894 0.689
F1 0.725 -0.812 0.253
F2 -0.079 0.639 2.157
F3 1.212 2.581 1.202
F4 2.052 1.225 -0.620
F5 -0.597 1.283 -0.278
F6 2.321 0.409 1.661
C1 -5.770 -3.346 -0.828
C2 -4.363 -3.839 -1.079
C3 -3.696 -2.866 -2.067
C4 -3.445 -1.411 -1.664
C5 -2.424 -1.478 -0.444
C6 -2.809 -2.544 0.752
N1 -3.432 -3.814 0.150
O1 -3.298 -5.010 0.869
C7 -3.836 -1.755 1.622
C8 -1.548 -2.927 1.596
C9 -4.287 -5.255 -1.687
H1 -6.361 -3.922 -0.116
H2 -6.393 -3.112 -1.691
H3 -5.800 -2.439 -0.225
H4 -4.350 -2.887 -2.939
H5 -2.734 -3.317 -2.308
H6 -4.344 -0.876 -1.360
H7 -3.062 -0.853 -2.519
H8 -2.400 -0.481 -0.004
H9 -1.421 -1.717 -0.799
H10 -3.420 -0.967 2.250
H11 -4.480 -2.403 2.215
H12 -4.592 -1.225 1.042
H13 -1.677 -3.730 2.322
H14 -1.304 -1.965 2.049
H15 -0.742 -3.232 0.929
H16 -3.261 -5.598 -1.822
H17 -4.714 -5.292 -2.690
H18 -4.724 -5.983 -1.004
C10 3.790 0.608 5.186
C11 3.114 -0.824 5.129
C12 1.603 -0.543 5.345
C13 0.676 -1.716 4.984
C14 0.915 -2.224 3.557
C15 2.345 -2.637 3.305
N2 3.240 -1.457 3.760
O2 4.375 -1.117 2.865
C16 2.630 -2.769 1.745
C17 2.609 -4.017 4.024
C18 3.593 -1.804 6.257
H19 3.467 1.246 4.363
H20 4.879 0.635 5.191
H21 3.575 1.143 6.111
H22 1.215 0.267 4.727
H23 1.426 -0.154 6.348
H24 -0.286 -1.204 4.991
H25 0.743 -2.564 5.666
H26 0.670 -1.435 2.845
H27 0.245 -3.078 3.456
H28 3.516 -3.381 1.574
H29 2.705 -1.814 1.225
H30 1.721 -3.233 1.362
H31 3.654 -4.306 3.912
H32 1.998 -4.779 3.539
H33 2.232 -4.040 5.046
H34 3.043 -2.742 6.331
H35 3.642 -1.422 7.276
H36 4.638 -1.985 6.004
C19 5.133 0.488 -0.105
C20 4.855 -0.049 -1.507
C21 3.818 -1.209 -1.366
C22 3.157 -1.527 -2.744
C23 2.544 -0.229 -3.387
C24 3.535 0.909 -3.691
N3 4.250 1.077 -2.357
O3 4.761 2.410 -2.088
C25 2.852 2.202 -4.034
C26 4.511 0.549 -4.835
C27 6.096 -0.665 -2.137
H37 5.427 -0.362 0.511
H38 4.314 1.089 0.291
H39 6.007 1.137 -0.049
H40 3.060 -0.833 -0.679
H41 4.323 -2.081 -0.950
H42 2.440 -2.291 -2.444
H43 3.837 -1.889 -3.515
H44 1.744 0.084 -2.716
H45 1.984 -0.460 -4.293
H46 3.610 2.974 -4.165
H47 2.122 2.521 -3.290
H48 2.265 2.145 -4.951
H49 4.020 0.310 -5.778
H50 5.105 -0.328 -4.578
H51 5.192 1.384 -4.996
H52 5.919 -1.365 -2.953
H53 6.648 -1.272 -1.420
H54 6.813 0.081 -2.481
C28 -3.585 3.492 -3.779
C29 -2.542 3.893 -2.702
C30 -2.355 5.418 -2.687
C31 -3.507 6.190 -1.882
C32 -3.476 5.729 -0.457
C33 -3.784 4.205 -0.301
N4 -2.960 3.432 -1.272
O4 -3.087 2.033 -1.218
C34 -5.242 3.962 -0.622
C35 -3.415 3.818 1.131
C36 -1.211 3.203 -2.874
H55 -3.283 3.624 -4.818
H56 -4.407 4.204 -3.707
H57 -3.875 2.447 -3.670
H58 -2.242 5.756 -3.717
H59 -1.408 5.785 -2.292
H60 -4.522 6.051 -2.252
H61 -3.259 7.251 -1.917
H62 -4.163 6.398 0.061
H63 -2.564 6.039 0.053
H64 -5.591 4.101 -1.645
H65 -5.867 4.555 0.045
H66 -5.469 2.932 -0.347
H67 -2.388 4.101 1.361
H68 -3.600 2.752 1.261
H69 -3.931 4.147 2.033
H70 -0.586 3.608 -3.670
H71 -1.295 2.144 -3.118
H72 -0.535 3.303 -2.025

***

3.
Formula: C36H72F3I2N4O16P2S
Source: OMol25
Level of theory: wB97M-V/def2-TZVPD

Calculated values
M	1221.80	Da
net charge	+1
DFT total energy	-4813.344021	hartree
HOMO-LUMO gap	7.62	eV
LUMO energy	-4.11	eV
multiplicity	1

Cartesian coordinates (Å):
C1 -0.547 4.556 -2.735
C2 -1.228 3.184 -2.900
C3 -1.833 2.704 -1.585
F1 -3.219 2.863 -1.667
N1 -1.524 1.400 -1.090
C4 -0.837 0.378 -1.694
N2 0.437 0.406 -1.997
C5 1.214 1.638 -1.751
C6 2.533 1.416 -0.995
O1 3.483 0.932 -1.488
O2 2.553 1.828 0.293
C7 1.288 -0.688 -2.538
F2 1.936 -1.299 -1.485
C8 0.825 -1.716 -3.553
C9 1.307 -1.333 -4.969
N3 -1.589 -0.801 -1.811
C10 -2.612 -0.845 -2.873
I1 -1.914 0.124 -4.711
C11 -4.075 -0.316 -2.745
C12 -4.677 0.188 -1.440
I2 -5.393 -1.901 -3.465
C13 -1.892 -1.430 -0.483
C14 -2.905 -2.564 -0.645
C15 -3.015 -3.566 0.523
C16 -4.475 -3.847 0.899
C17 -4.610 -4.444 2.305
S1 -4.705 -6.233 2.264
O3 -4.067 -6.729 3.440
O4 -4.192 -6.696 1.014
O5 -6.259 -6.573 2.261
C18 -0.563 -2.150 -0.098
O6 -0.256 -3.101 -1.105
N4 0.371 -4.277 -0.489
O7 -0.203 -5.230 -0.779
C19 -2.124 -0.404 0.693
F3 -1.244 -0.679 1.744
C20 -3.495 -0.481 1.427
O8 -3.392 -1.254 2.603
C21 -4.607 -1.215 3.326
C22 -1.773 1.107 0.351
C23 -0.615 1.628 1.200
C24 -1.053 2.087 2.606
H1 0.061 4.799 -3.602
H2 -1.335 5.309 -2.719
H3 0.013 4.645 -1.804
H4 -0.533 2.497 -3.374
H5 -2.033 3.336 -3.614
H6 -1.555 3.447 -0.829
H7 1.490 2.018 -2.736
H8 0.632 2.402 -1.254
H9 2.179 2.719 0.338
H10 2.110 -0.174 -3.040
H11 1.385 -2.623 -3.326
H12 -0.211 -2.024 -3.524
H13 1.111 -0.282 -5.175
H14 2.381 -1.500 -5.038
H15 0.812 -1.969 -5.698
H16 -2.637 -1.865 -3.236
H17 -4.291 0.435 -3.490
H18 -5.191 -0.594 -0.891
H19 -4.013 0.743 -0.787
H20 -5.480 0.881 -1.695
H21 -3.919 -2.234 -0.865
H22 -2.605 -3.138 -1.519
H23 -2.483 -3.271 1.425
H24 -2.616 -4.528 0.202
H25 -5.079 -2.937 0.868
H26 -4.912 -4.527 0.168
H27 -5.571 -4.100 2.694
H28 -3.855 -4.109 3.009
H29 -6.667 -6.026 2.951
H30 -0.642 -2.682 0.844
H31 0.224 -1.406 0.045
H32 -4.302 -0.894 0.825
H33 -3.813 0.520 1.747
H34 -5.488 -1.366 2.695
H35 -4.689 -0.287 3.898
H36 -4.578 -2.028 4.048
H37 -2.641 1.698 0.638
H38 0.263 0.989 1.224
H39 -0.280 2.545 0.700
H40 -2.028 1.694 2.882
H41 -0.338 1.690 3.325
H42 -1.025 3.169 2.693
O9 1.345 -1.227 8.294
P1 0.354 -0.174 8.001
O10 -1.067 -0.734 8.559
C25 -1.177 -1.163 9.915
C26 -1.205 -0.001 10.889
O11 0.086 -0.273 6.407
C27 0.901 -1.116 5.592
C28 0.326 -2.516 5.493
O12 -0.040 1.397 8.005
C29 0.573 2.359 8.884
C30 2.021 2.060 9.206
H43 -0.361 -1.848 10.159
H44 -2.108 -1.725 9.984
H45 -0.235 0.505 10.923
H46 -1.437 -0.345 11.897
H47 -1.955 0.732 10.588
H48 1.926 -1.132 5.961
H49 0.928 -0.662 4.598
H50 0.034 -2.897 6.470
H51 1.050 -3.200 5.048
H52 -0.571 -2.512 4.870
H53 -0.019 2.440 9.798
H54 0.501 3.324 8.382
H55 2.139 1.067 9.651
H56 2.407 2.791 9.917
H57 2.635 2.096 8.305
O13 4.446 1.224 -7.119
P2 5.489 2.229 -6.840
O14 4.961 3.188 -5.639
C31 4.513 2.595 -4.431
C32 5.640 2.070 -3.562
O15 5.430 3.272 -8.064
C33 4.583 3.050 -9.193
C34 3.209 3.657 -8.988
O16 7.073 2.439 -6.676
C35 7.976 1.396 -6.257
C36 7.568 0.011 -6.711
H58 3.803 1.790 -4.657
H59 3.970 3.375 -3.892
H60 6.124 1.205 -4.025
H61 5.251 1.763 -2.594
H62 6.401 2.836 -3.410
H63 4.515 1.987 -9.419
H64 5.074 3.524 -10.043
H65 2.805 3.408 -8.007
H66 2.517 3.310 -9.756
H67 3.264 4.746 -9.043
H68 8.089 1.432 -5.171
H69 8.949 1.647 -6.678
H70 6.563 -0.248 -6.363
H71 8.260 -0.732 -6.316
H72 7.571 -0.057 -7.800